Entry from OMol25: a gas-phase ion, C3H10INOP (charge +1) at a distorted geometry (ωB97M-V with the def2-TZVPD basis set).

Structure (XYZ):
```
17
Properties=species:S:1:pos:R:3:forces:R:3:nbo_charge:R:1
C -1.047 -0.160 0.927 -3.6 -0.6 -0.7 -0.688
C 0.339 0.310 0.843 0.2 2.3 2.7 -0.446
N 0.408 1.725 0.246 3.8 -0.4 1.4 -0.705
P 1.372 -0.885 0.003 1.3 -6.2 2.5 1.605
C 0.702 -1.252 -1.681 1.8 3.1 0.5 -0.965
O 1.472 -2.207 0.933 -0.4 5.3 -3.5 -0.971
I 3.467 0.347 -0.286 -0.3 -0.1 0.0 -0.029
H -1.264 -1.139 1.369 1.0 0.0 -0.1 0.300
H -1.783 0.446 1.487 0.8 0.4 0.0 0.260
H -1.534 -0.220 -0.076 0.5 0.0 0.4 0.225
H 0.762 0.485 1.889 -0.3 -0.6 -1.3 0.289
H -0.197 1.938 -0.457 -2.3 -0.1 -3.2 0.423
H 1.428 1.766 -0.123 -1.4 0.4 0.3 0.444
H 0.261 2.557 0.821 0.3 -0.5 1.1 0.450
H 1.609 -1.734 -2.135 -1.3 0.2 -0.1 0.293
H -0.134 -1.871 -1.423 -0.5 -0.5 -0.6 0.275
H 0.467 -0.189 -2.171 0.3 -2.6 0.7 0.241
```
Forces are in eV/Å.

The calculation puts the energy above the lowest of the compared OMol25 structures with the same formula, charge and spin at 111.3 kJ/mol. The LUMO energy comes out at -3.87 eV. As for the energy: -24193.39388 eV. The total charge is +1. The SMILES is C[C@H]([NH3+])[P@](C)(=O)I. Its spin multiplicity is 1. Its gap between HOMO and LUMO is 0.3665 Eh.